(1)
# C46H51NO4S

A structure of composition C46H51NO4S (ωB97M-V/def2-TZVPD, OMol25).

```
103
Properties=species:S:1:pos:R:3:forces:R:3:mulliken_charge:R:1
C -1.522890 1.868296 -0.350542 0.12 0.19 -0.27 -1.448
C -0.161470 1.243962 -0.656196 -0.07 -0.10 -0.07 -0.504
C 0.003823 -0.235397 -0.236373 -0.21 0.19 0.24 1.192
N -1.128618 -0.769333 0.418057 0.21 -0.40 -0.17 -0.309
C 1.254072 -0.479439 0.613139 0.33 -0.06 0.08 -0.586
O 2.337534 -0.594841 -0.331990 0.00 0.28 0.17 -0.156
S 1.812959 -1.475326 -1.539587 -0.51 -0.12 -0.34 1.100
O 1.851451 -2.850173 -1.182338 0.24 -0.23 0.10 -0.614
O 2.413833 -1.034421 -2.741473 0.29 0.13 -0.11 -0.548
O 0.323764 -0.984261 -1.493764 -0.12 -0.03 0.09 -0.505
H -1.420646 2.953118 -0.316182 -0.04 0.00 0.02 0.456
H -1.939031 1.524940 0.592969 0.03 0.01 0.04 0.272
H -2.229401 1.657380 -1.154922 -0.11 -0.11 0.13 0.366
H 0.631993 1.829466 -0.187426 0.00 -0.05 0.05 0.118
H 0.022372 1.290670 -1.728867 0.06 0.08 0.02 0.316
H -0.924957 -1.664711 0.851852 -0.04 -0.01 -0.03 0.003
H -1.899309 -0.909980 -0.224456 -0.11 0.24 0.09 0.333
H 1.203065 -1.399959 1.197738 -0.17 -0.04 -0.03 0.332
H 1.478459 0.352821 1.274014 0.01 0.02 -0.05 0.166
C -6.616043 4.587510 0.379102 0.00 0.00 0.00 -0.377
C -5.603400 4.083803 1.183803 -0.01 0.00 0.00 -0.519
C -4.973020 2.895238 0.842117 0.01 0.00 0.01 -0.304
C -5.353645 2.213477 -0.305221 0.04 0.01 0.00 -0.335
C -6.366286 2.716739 -1.110267 0.01 0.00 -0.02 -0.321
C -6.997996 3.904012 -0.767381 0.00 0.00 0.01 -0.430
H -7.108488 5.513767 0.645758 0.00 0.00 0.00 0.362
H -5.305711 4.617467 2.077272 0.00 0.00 0.00 0.374
H -4.185000 2.499110 1.470175 0.00 0.00 0.00 0.375
H -4.860646 1.285608 -0.569127 0.00 0.00 0.00 0.431
H -6.665005 2.181576 -2.002885 -0.01 0.00 0.00 0.394
H -7.788826 4.296271 -1.393623 0.00 0.00 0.00 0.371
C -8.997772 -2.578242 0.248115 0.00 0.00 0.00 -0.322
C -8.636401 -1.267184 0.525728 0.00 -0.01 0.00 -0.625
C -7.511088 -0.715316 -0.071324 -0.01 -0.03 0.01 0.095
C -6.750460 -1.476466 -0.948097 0.01 0.01 0.00 -0.189
C -7.111154 -2.787576 -1.227406 0.00 0.00 0.00 -0.553
C -8.235083 -3.338687 -0.627871 0.00 0.00 0.00 -0.413
H -9.875148 -3.008255 0.714075 0.00 0.00 0.00 0.362
H -9.231962 -0.673554 1.207445 0.00 0.00 0.00 0.371
H -7.226615 0.305458 0.144791 -0.02 0.01 0.02 0.179
H -5.874209 -1.046217 -1.418330 0.00 0.00 0.00 0.345
H -6.518005 -3.379218 -1.913055 0.00 0.00 0.00 0.378
H -8.517364 -4.361064 -0.844217 0.00 0.00 0.00 0.367
C 2.950975 3.538984 1.844264 -0.03 -0.01 -0.01 -0.365
C 3.513089 4.753443 2.213840 -0.01 0.00 0.00 -0.474
C 4.768729 5.107324 1.740976 0.00 0.01 0.00 -0.424
C 5.462902 4.248838 0.898894 0.00 0.01 -0.01 -0.490
C 4.901431 3.034945 0.528969 0.01 -0.03 0.04 -0.729
C 3.644780 2.681425 1.002395 0.01 -0.04 -0.03 0.043
H 1.969987 3.264482 2.214169 0.00 0.00 0.00 0.435
H 2.972656 5.423628 2.869852 0.00 0.00 0.00 0.372
H 5.207584 6.053700 2.029798 0.00 0.00 0.00 0.367
H 6.442058 4.525929 0.529729 0.00 0.00 0.00 0.397
H 5.440855 2.362091 -0.125819 0.01 -0.01 0.02 0.609
H 3.214960 1.732033 0.706614 0.02 0.00 -0.02 0.238
C 5.151737 4.339191 -3.837813 0.00 -0.01 0.00 -0.503
C 4.544349 3.303867 -3.140459 -0.04 -0.02 -0.01 -0.350
C 4.122663 2.166545 -3.814472 -0.03 -0.11 0.04 -0.201
C 4.310023 2.057632 -5.185616 0.03 0.03 0.01 -0.523
C 4.917717 3.093223 -5.882588 0.00 -0.01 -0.01 -0.412
C 5.337567 4.232809 -5.209478 0.01 0.01 0.00 -0.398
H 5.479351 5.227679 -3.312848 0.00 0.00 0.00 0.395
H 4.391327 3.375338 -2.071809 0.01 0.08 -0.01 0.411
H 3.647749 1.358654 -3.269817 -0.01 -0.01 -0.02 0.422
H 3.985063 1.166052 -5.706205 -0.01 0.00 0.00 0.413
H 5.066206 3.012020 -6.951923 0.00 0.00 0.00 0.368
H 5.810451 5.039222 -5.755557 0.00 0.00 0.00 0.364
C 0.258345 -0.836548 4.009844 0.06 0.02 0.02 -0.326
C 0.119318 -2.086452 4.597589 -0.06 0.01 -0.03 -0.434
C -1.134692 -2.520883 5.004688 0.02 -0.01 -0.04 -0.356
C -2.244424 -1.708327 4.821459 -0.02 0.00 0.00 -0.544
C -2.103623 -0.459132 4.233144 -0.01 0.01 0.00 -0.466
C -0.850865 -0.021733 3.829250 0.02 -0.01 -0.04 -0.307
H 1.239477 -0.496115 3.701453 0.01 0.02 0.02 0.488
H 0.985314 -2.721063 4.734127 0.01 0.00 0.02 0.406
H -1.249125 -3.496256 5.457373 0.00 -0.03 0.01 0.387
H -3.222236 -2.050278 5.135627 0.00 0.00 0.00 0.397
H -2.971132 0.171989 4.088228 0.00 0.00 0.00 0.431
H -0.741915 0.951039 3.365513 0.01 0.01 0.01 0.339
C 7.994675 -1.454116 -2.481183 -0.01 0.01 0.00 -0.453
C 7.997865 -2.666812 -1.805994 -0.01 -0.01 0.00 -0.402
C 6.816247 -3.170461 -1.278932 0.02 -0.01 0.00 -0.516
C 5.630739 -2.463933 -1.427345 -0.05 -0.03 0.02 -0.339
C 5.626499 -1.251668 -2.102959 0.11 0.13 0.01 0.193
C 6.809471 -0.745876 -2.627553 -0.01 0.01 0.01 -0.408
H 8.915430 -1.061216 -2.893486 0.00 0.00 0.00 0.369
H 8.920859 -3.221157 -1.692174 0.00 0.00 0.00 0.349
H 6.818918 -4.117436 -0.754044 0.00 0.00 0.00 0.367
H 4.708647 -2.865403 -1.022644 0.01 0.01 -0.02 0.366
H 4.706895 -0.695461 -2.225385 0.04 -0.05 -0.02 0.013
H 6.802502 0.201751 -3.152740 -0.01 0.00 -0.01 0.436
C -2.297591 -5.546165 1.004956 0.00 0.00 -0.01 -0.424
C -2.046204 -5.943236 2.311290 0.00 0.00 0.01 -0.510
C -0.823511 -5.654350 2.900678 0.00 0.01 0.02 -0.469
C 0.144726 -4.961380 2.187204 0.00 -0.03 0.01 -0.446
C -0.101373 -4.567240 0.879240 -0.07 0.04 0.04 -0.283
C -1.324040 -4.863679 0.288565 -0.02 0.06 0.00 -0.579
H -3.249617 -5.776027 0.543500 0.00 0.00 0.00 0.406
H -2.802459 -6.481725 2.868249 0.00 0.00 0.00 0.383
H -0.624997 -5.972380 3.916600 0.00 0.01 0.00 0.446
H 1.099672 -4.738391 2.645478 0.02 0.00 0.02 0.411
H 0.653439 -4.036191 0.317087 0.04 -0.04 -0.04 0.669
H -1.513120 -4.563810 -0.735034 0.01 0.00 0.00 0.440
```
Positions in Å, forces in eV/Å.

Calculated values
Highest occupied orbital energy (eV): -9.0
LUMO (hartree): 0.0116
HOMO-LUMO gap (eV): 9.3566

---

(2)
# C46H52F3GeN3O3OsSSi

A structure of composition C46H52F3GeN3O3OsSSi (ωB97M-V/def2-TZVPD, OMol25).

```
111
Properties=species:S:1:pos:R:3:forces:R:3:mulliken_charge:R:1
Os 1.339307 0.588475 -0.102205 -0.15 0.34 -0.20 0.264
N 8.694991 7.830911 0.141642 -0.11 -0.10 0.00 -0.484
C 7.854194 7.049584 0.079431 -0.05 -0.05 0.01 -0.141
C 6.799910 6.065661 -0.006211 0.10 0.11 -0.05 0.565
C 6.653785 5.107975 0.992179 0.02 -0.01 0.08 -0.929
C 5.648121 4.160848 0.893194 -0.02 -0.01 0.04 -0.099
C 4.781411 4.153202 -0.197488 0.00 -0.01 0.01 -0.755
C 4.933293 5.121016 -1.188668 0.01 0.01 -0.02 -0.153
C 5.934101 6.073658 -1.097739 -0.01 0.03 -0.03 -0.886
C 3.722947 3.110867 -0.301490 0.27 -0.04 0.05 1.270
C 4.124807 1.789739 -0.474700 -0.28 -0.10 -0.23 0.459
C 5.465903 1.310217 -0.674064 0.22 -0.15 0.06 -0.746
C 5.405160 -0.051289 -0.910053 0.11 0.14 0.04 -1.585
C 4.070414 -0.418792 -0.857985 -0.07 0.13 -0.05 -0.097
N 3.275089 0.689197 -0.578324 0.11 -0.06 -0.01 0.197
C 2.369384 3.510893 -0.234721 -0.44 -0.34 0.02 0.815
C 1.883982 4.870549 -0.099324 -0.21 0.26 -0.05 -0.896
C 0.513579 4.815646 -0.042639 0.22 0.15 0.01 -1.597
C 0.160411 3.464282 -0.135024 0.14 -0.14 -0.06 0.020
N 1.286757 2.673455 -0.268917 0.06 0.45 0.17 0.254
H 7.320954 5.115043 1.844227 -0.01 -0.01 -0.03 0.464
H 5.524185 3.419509 1.674400 0.02 0.03 -0.01 0.544
H 4.267487 5.120117 -2.044244 0.03 0.00 0.01 0.531
H 6.057077 6.820102 -1.871542 -0.01 -0.03 0.01 0.460
H 6.350838 1.925325 -0.635991 -0.07 0.00 -0.05 0.587
H 6.230636 -0.714454 -1.116435 -0.05 0.03 0.01 0.494
H 3.630815 -1.382056 -1.056286 -0.04 0.03 0.06 0.542
H 2.512250 5.746672 -0.066992 -0.03 -0.07 0.03 0.612
H -0.173379 5.641417 0.057579 0.03 -0.05 -0.01 0.505
H -0.821355 3.021369 -0.096371 0.03 -0.05 0.03 0.344
C -4.452620 2.054121 -3.410381 -0.01 -0.01 -0.07 -1.792
C -4.194107 2.212972 -1.924694 0.02 0.02 0.06 1.748
C -3.251803 3.373674 -1.649591 0.06 0.01 0.03 -1.357
C -5.495376 2.369836 -1.152468 0.02 -0.06 0.05 -1.251
O -3.546441 0.977140 -1.513307 -0.05 -0.03 -0.08 0.489
Si -2.985231 0.362206 -0.148612 -0.03 -0.11 0.26 -1.988
S -0.793398 0.235902 -0.611091 0.27 0.14 -0.26 0.371
O -3.098059 1.311692 1.131633 -0.07 0.08 -0.01 1.219
C -3.704234 1.250191 2.461652 0.03 -0.10 -0.02 1.707
C -3.726649 2.685170 2.951897 0.04 0.06 -0.01 -1.709
C -2.822517 0.375235 3.335596 -0.01 -0.05 -0.02 -1.364
C -5.110547 0.678284 2.358484 0.00 0.00 -0.11 -1.440
O -3.392625 -1.164787 0.114884 0.00 0.08 0.09 0.178
C -3.894537 -2.241141 -0.735064 0.01 -0.02 -0.14 1.716
C -2.986471 -2.380582 -1.948330 0.05 0.06 0.05 -1.156
C -5.320650 -1.900427 -1.139433 0.00 0.06 0.02 -1.697
C -3.846753 -3.492465 0.123027 0.03 -0.02 0.06 -1.538
H -4.938302 2.949083 -3.803264 0.02 -0.04 0.00 0.427
H -5.103117 1.196938 -3.593628 0.02 0.04 0.00 0.360
H -3.514043 1.901917 -3.945794 -0.03 0.00 0.02 0.347
H -3.709411 4.311042 -1.970257 0.02 -0.02 0.01 0.591
H -2.314784 3.241988 -2.196634 -0.04 0.00 0.02 0.336
H -3.039996 3.444162 -0.578871 -0.04 0.01 -0.04 -0.026
H -6.036317 3.249368 -1.505076 0.02 -0.03 0.01 0.549
H -5.294801 2.493878 -0.085830 -0.01 0.02 -0.08 -0.033
H -6.131962 1.493170 -1.293457 0.02 0.05 0.00 0.281
H -2.710831 3.082839 2.997209 -0.04 0.00 0.01 0.301
H -4.166027 2.735590 3.949501 0.02 0.00 -0.04 0.426
H -4.319030 3.310017 2.280115 0.01 -0.02 0.03 0.329
H -1.796322 0.743965 3.325567 -0.02 0.00 0.02 0.130
H -2.834268 -0.656612 2.975020 0.01 0.06 0.03 0.146
H -3.187847 0.387297 4.364039 0.01 -0.02 -0.03 0.586
H -5.734616 1.290751 1.703259 0.03 -0.04 0.07 0.326
H -5.572069 0.655958 3.346902 0.01 0.00 -0.03 0.528
H -5.082370 -0.340800 1.967880 -0.01 0.03 0.03 0.194
H -3.010712 -1.475213 -2.561560 -0.02 -0.05 0.01 0.091
H -3.310464 -3.223841 -2.561655 0.02 0.04 0.02 0.668
H -1.956263 -2.561939 -1.628557 -0.08 -0.01 -0.05 0.125
H -5.339820 -0.979818 -1.727245 -0.01 -0.06 0.02 0.095
H -5.950376 -1.770314 -0.256259 0.02 -0.02 -0.03 0.337
H -5.737299 -2.706286 -1.746403 0.01 0.04 0.03 0.527
H -2.812978 -3.774975 0.337465 -0.03 0.00 0.00 0.177
H -4.329190 -4.321396 -0.398570 0.05 0.03 0.02 0.455
H -4.369113 -3.324854 1.066634 -0.01 -0.02 -0.03 0.350
F 1.639270 -0.016246 2.761450 0.00 0.14 0.02 -0.121
C 1.480987 1.027111 1.922952 -0.11 -0.27 0.08 0.569
F 0.369079 1.673977 2.326606 -0.01 -0.01 0.00 -0.167
F 2.518813 1.840454 2.165816 0.09 0.08 -0.05 -0.158
C -0.386376 -2.085338 1.929391 -0.08 0.13 0.01 -0.029
Ge 1.084611 -1.867057 0.667685 -0.19 -1.07 0.25 -0.555
C 2.714114 -2.687325 1.379370 0.02 0.11 -0.01 0.957
C 3.024564 -2.647567 2.739546 0.10 -0.02 -0.06 -0.615
C 4.109234 -3.361111 3.234299 -0.06 0.02 0.03 -0.787
C 4.896137 -4.117913 2.377030 0.01 0.00 -0.02 -0.618
C 4.594217 -4.170844 1.022599 -0.05 0.04 -0.02 -0.860
C 3.506172 -3.462668 0.528146 0.06 -0.01 0.11 0.118
C 0.694244 -2.875390 -0.996408 0.12 0.51 -0.47 1.357
C 0.802771 -2.257418 -2.229859 -0.01 -0.27 0.56 0.032
C 0.459111 -2.909043 -3.427665 -0.12 -0.31 -0.12 -1.138
C -0.019941 -4.190486 -3.383669 0.06 0.21 -0.02 -0.880
C -0.127781 -4.881926 -2.151229 0.04 0.07 -0.07 1.036
C -0.592562 -6.217041 -2.108989 -0.08 -0.22 0.20 -1.113
C -0.647577 -6.905556 -0.925619 -0.04 0.07 -0.32 -0.717
C -0.227260 -6.286099 0.265493 0.11 0.29 0.11 -1.137
C 0.212910 -4.987238 0.255211 -0.09 -0.22 0.01 -0.761
C 0.259880 -4.237098 -0.947322 0.04 0.04 0.02 0.661
H -0.297794 -3.022627 2.480079 0.04 0.05 -0.04 0.723
H -1.324297 -2.083880 1.370942 0.01 -0.03 0.05 -0.752
H -0.401874 -1.264972 2.643836 -0.05 -0.04 -0.01 0.321
H 2.421700 -2.060504 3.420780 0.03 -0.07 0.01 0.430
H 4.337232 -3.328226 4.292893 -0.01 0.00 -0.04 0.433
H 5.740853 -4.673533 2.764815 -0.02 0.02 -0.01 0.406
H 5.200280 -4.768570 0.352688 -0.03 0.00 0.02 0.471
H 3.261502 -3.542181 -0.527026 -0.01 -0.01 0.02 0.133
H 1.142881 -1.229856 -2.295682 0.02 0.07 -0.04 0.007
H 0.559751 -2.391482 -4.373821 -0.01 -0.02 0.03 0.469
H -0.311699 -4.700757 -4.295074 0.01 0.02 0.04 0.406
H -0.898648 -6.690716 -3.035598 0.03 0.02 0.04 0.444
H -0.998759 -7.929374 -0.904990 0.01 0.03 -0.01 0.432
H -0.244448 -6.842501 1.194390 0.00 0.02 -0.02 0.456
H 0.556004 -4.537076 1.176915 0.00 -0.03 0.00 0.232
```
Positions in Å, forces in eV/Å.

Calculated values
Highest occupied orbital energy (alpha / beta) (eV): -9.2 / -10.5
LUMO (alpha / beta) (hartree): -0.1287 / -0.2083
HOMO-LUMO gap (alpha / beta) (eV): 5.7127 / 4.8386
Charge: +1
Multiplicity: 6

---

Per-record strongest force on any atom, eV Å⁻¹: 0.62, 1.11
Per-record relative energy (zero: lowest compared OMol25 entry of this formula, charge and spin), kJ/mol: 0.00, 73.96
Per-record E_tot, eV: -69044.179, -145004.067